# 1
Density functional theory data (ωB97M-V with the def2-TZVPD basis set) for a structure of composition C24H20N4O7PtS at a distorted geometry.

Computed properties:
**Charge**: +2
**F_max**: 3.37 eV/A
**HOMO (alpha / beta)**: -14.6165 / -14.6026 eV

Atoms and positions in Å:
Pt  0.26  -0.16  -0.12
N  -2.78  1.35  0.75
C  -1.89  1.26  1.79
C  -2.32  1.69  3.06
C  -1.47  1.60  4.13
C  -0.18  1.09  3.95
C  0.19  0.71  2.68
N  -0.65  0.80  1.63
C  -2.70  0.94  -0.56
C  -3.85  1.08  -1.35
C  -3.83  0.66  -2.66
C  -2.68  0.07  -3.17
C  -1.58  -0.04  -2.35
N  -1.60  0.40  -1.07
H  -3.67  1.73  1.01
H  -3.32  2.08  3.17
H  -1.79  1.92  5.11
H  0.52  0.99  4.76
H  1.17  0.32  2.48
H  -4.74  1.53  -0.92
H  -4.71  0.78  -3.28
H  -2.62  -0.29  -4.19
H  -0.66  -0.48  -2.69
O  1.33  0.90  -1.79
C  2.10  1.49  -0.98
O  1.79  1.42  0.25
C  3.31  2.19  -1.43
C  4.44  2.16  -0.61
C  5.59  2.81  -1.01
C  5.58  3.50  -2.21
C  4.48  3.51  -3.05
C  3.34  2.85  -2.66
N  6.80  4.26  -2.61
O  6.75  4.84  -3.67
O  7.73  4.23  -1.83
H  4.41  1.61  0.32
H  6.49  2.79  -0.41
H  4.53  4.03  -4.00
H  2.46  2.84  -3.29
C  1.81  -8.36  -0.13
C  1.58  -6.92  0.13
C  1.04  -6.47  1.35
C  0.76  -5.14  1.55
C  1.04  -4.24  0.53
C  1.63  -4.64  -0.68
C  1.90  -5.97  -0.87
S  0.64  -2.56  0.70
O  0.24  -2.22  2.04
O  1.80  -1.73  0.22
O  -0.46  -2.25  -0.29
H  1.59  -8.98  0.73
H  2.83  -8.54  -0.47
H  1.18  -8.68  -0.97
H  0.83  -7.19  2.13
H  0.33  -4.79  2.48
H  1.87  -3.90  -1.43
H  2.35  -6.31  -1.79



# 2
Density functional theory data (ωB97M-V with the def2-TZVPD basis set) for a cluster of 4 separate species, C24H20N4O8 in total at a distorted geometry.

Computed properties:
**SMILES string**: O=[N+]([O-])c1ccccc1.O=[N+]([O-])c1ccccc1.O=[N+]([O-])c1ccccc1.O=[N+]([O-])c1ccccc1
**Charge**: 0
**F_max**: 4.02 eV/A
**ΔE to the lowest compared entry with this formula, charge and spin**: 224.2 kcal/mol
**HOMO**: -9.9117 eV

Atoms and positions in Å:
C  4.91  5.93  -0.60
C  4.61  5.45  0.68
C  4.83  6.20  1.83
C  5.54  7.39  1.73
C  5.85  7.91  0.45
C  5.46  7.19  -0.68
N  5.89  7.99  3.08
O  5.39  7.58  4.13
O  6.57  9.02  3.01
H  4.51  5.47  -1.49
H  4.17  4.49  0.92
H  4.43  5.80  2.75
H  6.29  8.89  0.37
H  5.61  7.63  -1.66
C  -0.93  -5.13  10.78
C  -0.88  -6.19  9.83
C  -0.39  -5.93  8.56
C  -0.05  -4.68  8.17
C  -0.22  -3.59  9.04
C  -0.60  -3.82  10.37
N  0.46  -4.44  6.77
O  0.69  -5.35  6.00
O  0.64  -3.29  6.44
H  -1.23  -5.38  11.79
H  -1.18  -7.22  9.99
H  -0.21  -6.70  7.83
H  0.12  -2.60  8.77
H  -0.66  -2.95  11.01
C  1.20  -1.99  -0.25
C  1.77  -0.81  -0.87
C  1.08  -0.06  -1.76
C  -0.28  -0.37  -1.95
C  -0.95  -1.38  -1.23
C  -0.20  -2.19  -0.42
N  -1.06  0.48  -2.92
O  -2.23  0.03  -3.16
O  -0.58  1.54  -3.28
H  1.67  -2.67  0.44
H  2.81  -0.66  -0.62
H  1.59  0.67  -2.36
H  -2.01  -1.55  -1.33
H  -0.63  -2.98  0.17
C  -5.31  0.19  -9.82
C  -4.51  -0.91  -10.12
C  -4.53  -2.02  -9.31
C  -5.10  -1.96  -8.08
C  -5.82  -0.78  -7.71
C  -5.91  0.27  -8.60
N  -4.92  -3.09  -7.08
O  -5.53  -3.06  -6.05
O  -4.10  -3.95  -7.29
H  -5.31  1.00  -10.54
H  -4.02  -0.85  -11.08
H  -4.03  -2.93  -9.61
H  -6.20  -0.75  -6.70
H  -6.53  1.12  -8.35



# 3
Density functional theory data (ωB97M-V with the def2-TZVPD basis set) for a structure of composition C24H20N4ORuSbSe4 at a distorted geometry.

Computed properties:
**Charge**: -2
**Multiplicity**: 2
**F_max**: 3.18 eV/A
**ΔE to the lowest compared entry with this formula, charge and spin**: 44.2 kcal/mol
**HOMO (alpha / beta)**: 0.0340 / 0.0711 eV

Atoms and positions in Å:
Ru  0.38  0.71  -0.07
O  0.70  2.51  3.50
C  0.88  2.09  2.34
N  -0.01  2.03  1.35
C  -1.36  2.49  1.47
C  -2.23  1.78  0.45
C  -3.56  2.12  0.30
C  -4.33  1.50  -0.67
C  -3.72  0.56  -1.49
C  -2.39  0.27  -1.30
N  -1.64  0.85  -0.34
C  2.21  1.56  1.89
C  3.36  1.77  2.62
C  4.57  1.27  2.17
C  4.58  0.55  0.98
C  3.40  0.38  0.29
N  2.23  0.86  0.72
H  -1.42  3.57  1.27
H  -1.75  2.33  2.48
H  -3.98  2.89  0.93
H  -5.38  1.75  -0.80
H  -4.26  0.06  -2.28
H  -1.86  -0.43  -1.93
H  3.28  2.33  3.54
H  5.49  1.43  2.72
H  5.50  0.15  0.57
H  3.37  -0.16  -0.64
N  0.51  -1.06  1.79
C  -0.64  -1.84  1.55
C  -1.58  -2.03  2.55
C  -2.73  -2.76  2.32
C  -2.95  -3.30  1.06
C  -2.01  -3.11  0.06
C  -0.84  -2.38  0.27
C  0.16  -2.25  -0.83
C  0.47  -3.43  -1.52
C  1.33  -3.42  -2.61
C  1.85  -2.21  -3.03
C  1.55  -1.05  -2.34
C  0.72  -1.00  -1.20
H  0.59  -0.75  2.75
H  1.37  -1.50  1.48
H  -1.39  -1.61  3.54
H  -3.45  -2.91  3.11
H  -3.85  -3.87  0.86
H  -2.19  -3.50  -0.93
H  0.05  -4.37  -1.18
H  1.57  -4.35  -3.12
H  2.49  -2.16  -3.91
H  1.99  -0.13  -2.72
Se  0.13  6.23  -4.02
Sb  0.82  3.82  -4.01
Se  2.61  2.79  -1.98
Se  0.50  2.14  -1.73
Se  0.84  2.80  -6.28



# 4
Density functional theory data (ωB97M-V with the def2-TZVPD basis set) for a structure of composition C24H21BBrF4N4ReSi at a distorted geometry.

Computed properties:
**Charge**: +1
**Multiplicity**: 2
**F_max**: 2.34 eV/A
**ΔE to the lowest compared entry with this formula, charge and spin**: 6.8 kcal/mol
**HOMO (alpha / beta)**: -11.4011 / -11.0681 eV

Atoms and positions in Å:
Re  1.15  0.30  -1.81
N  -2.20  2.18  -3.37
C  -1.57  3.36  -3.07
C  -0.39  3.04  -2.47
N  -0.29  1.67  -2.41
C  -1.41  1.17  -2.95
C  -1.47  -0.25  -3.03
N  -0.41  -0.90  -2.56
C  -0.61  -2.23  -2.80
C  -1.82  -2.38  -3.41
N  -2.35  -1.13  -3.55
H  -3.09  2.09  -3.83
H  -2.00  4.32  -3.31
H  0.38  3.69  -2.08
H  0.12  -2.98  -2.53
H  -2.33  -3.27  -3.75
H  -3.24  -0.91  -3.97
F  4.47  -2.51  -1.66
B  3.38  -2.92  -1.04
F  2.23  -1.28  -1.53
F  3.27  -2.77  0.28
F  2.56  -3.79  -1.64
C  -1.95  4.05  1.65
C  -2.42  3.18  0.67
C  -1.67  2.07  0.33
C  -0.45  1.79  0.95
C  0.00  2.67  1.94
C  -0.74  3.80  2.28
Si  0.52  0.21  0.61
C  1.96  0.00  1.79
C  3.07  0.84  1.83
C  4.07  0.66  2.77
C  3.96  -0.36  3.71
C  2.86  -1.19  3.70
C  1.86  -1.02  2.75
C  -0.63  -1.29  0.74
C  -0.15  -2.58  0.50
C  -0.97  -3.69  0.66
C  -2.29  -3.52  1.08
C  -2.77  -2.25  1.34
C  -1.95  -1.14  1.17
H  -2.53  4.93  1.92
H  -3.37  3.37  0.18
H  -2.06  1.38  -0.42
H  0.94  2.48  2.44
H  -0.38  4.47  3.05
H  3.16  1.65  1.11
H  4.93  1.32  2.77
H  4.75  -0.51  4.43
H  2.76  -1.98  4.43
H  1.01  -1.69  2.74
H  0.88  -2.73  0.20
H  -0.58  -4.68  0.49
H  -2.93  -4.38  1.22
H  -3.79  -2.12  1.69
H  -2.34  -0.15  1.40
Br  2.88  1.91  -1.61



# 5
Density functional theory data (ωB97M-V with the def2-TZVPD basis set) for a structure of composition C24H21Br2Cl2InN4O2.

Computed properties:
**Charge**: +2
**F_max**: 0.67 eV/A
**ΔE to the lowest compared entry with this formula, charge and spin**: 0.0 kcal/mol
**HOMO (alpha / beta)**: -12.4765 / -12.4765 eV

Atoms and positions in Å:
In  -0.91  -2.63  1.94
C  2.05  -2.82  -0.23
C  2.42  -2.47  1.17
C  3.76  -2.47  1.57
C  4.09  -2.25  2.88
C  3.07  -1.96  3.81
C  3.29  -1.76  5.22
Br  5.00  -1.70  5.90
C  2.22  -1.62  6.10
C  0.93  -1.57  5.63
Br  -0.50  -1.33  6.79
C  0.65  -1.61  4.22
O  -0.50  -1.45  3.75
C  1.77  -1.90  3.32
N  1.44  -2.17  2.04
H  2.92  -2.82  -0.88
H  1.31  -2.12  -0.62
H  1.61  -3.82  -0.26
H  4.53  -2.69  0.85
H  5.12  -2.31  3.21
H  2.41  -1.53  7.16
Cl  -3.69  -3.74  2.25
C  -4.45  -2.15  2.05
Cl  -3.22  -0.86  2.10
H  -5.14  -1.99  2.87
H  -4.94  -2.12  1.09
C  -0.63  6.88  -1.25
C  -0.72  5.60  -2.06
C  -1.41  5.55  -3.26
C  -1.47  4.38  -4.01
C  -0.85  3.22  -3.56
N  -0.93  2.07  -4.39
C  -0.79  0.75  -4.11
O  -0.60  -0.09  -4.97
N  -0.93  0.41  -2.76
C  -0.95  -0.87  -2.25
C  -0.62  -2.02  -2.97
C  -0.71  -3.25  -2.36
C  -1.08  -3.34  -1.03
N  -1.37  -2.24  -0.32
C  -1.31  -1.03  -0.91
C  -0.14  3.27  -2.37
C  -0.08  4.45  -1.64
H  -1.21  7.68  -1.71
H  0.40  7.21  -1.16
H  -1.00  6.72  -0.24
H  -1.91  6.44  -3.63
H  -2.01  4.36  -4.95
H  -1.09  2.23  -5.37
H  -1.24  1.15  -2.14
H  -0.32  -1.93  -4.01
H  -0.48  -4.15  -2.91
H  -1.16  -4.29  -0.52
H  -1.57  -0.18  -0.29
H  0.44  2.41  -2.04
H  0.51  4.48  -0.73



# 6
Density functional theory data (ωB97M-V with the def2-TZVPD basis set) for a structure of composition C24H21F2FeO2 at a distorted geometry.

Computed properties:
**Charge**: -1
**Multiplicity**: 5
**F_max**: 4.24 eV/A
**HOMO (alpha / beta)**: -1.4539 / -4.4211 eV

Atoms and positions in Å:
C  2.64  -0.20  -0.19
C  1.22  -0.36  0.30
C  0.27  0.69  0.23
C  0.91  -1.67  0.90
Fe  1.67  -2.39  2.54
C  3.27  -2.87  1.70
O  4.03  -3.42  1.03
C  0.79  -4.00  2.17
O  0.37  -4.91  1.60
C  0.89  -0.88  3.68
C  2.32  -0.81  3.63
C  2.84  -2.07  4.12
C  1.73  -2.90  4.47
C  0.52  -2.17  4.19
H  3.01  -1.10  -0.70
H  2.79  0.60  -0.94
H  3.36  -0.03  0.64
H  -0.45  0.80  1.06
H  0.68  1.64  -0.12
H  -0.15  -1.80  1.21
H  1.26  -2.47  0.21
H  0.21  -0.10  3.39
H  2.90  0.03  3.28
H  3.88  -2.32  4.21
H  1.80  -3.90  4.87
H  -0.48  -2.52  4.35
F  -2.48  -0.74  -5.37
C  -2.02  -0.84  -4.07
C  -2.11  -2.10  -3.47
C  -1.77  -2.17  -2.09
C  -1.53  -1.00  -1.36
C  -1.48  0.27  -2.00
C  -1.36  1.37  -1.03
C  -1.51  2.77  -1.46
C  -1.05  3.75  -0.54
C  -1.26  5.13  -0.72
C  -1.87  5.61  -1.91
C  -2.27  4.66  -2.84
F  -2.83  5.11  -4.02
C  -2.14  3.27  -2.64
C  -1.55  0.31  -3.42
H  -2.47  -3.00  -4.00
H  -1.72  -3.14  -1.58
H  -1.40  -1.06  -0.27
H  -1.92  1.20  -0.09
H  -0.57  3.40  0.38
H  -0.95  5.85  0.05
H  -2.07  6.68  -2.05
H  -2.59  2.59  -3.35
H  -1.31  1.19  -4.00



For reference, molecular weight by record: 703.6, 492.4, 919.1, 746.5, 743.0, 435.3 g mol⁻¹.